Entry 1:
20
Properties=species:S:1:pos:R:3:forces:R:3:nbo_charge:R:1 method="wB97M-V/def2-TZVPD" e_above_lowest_kj_mol=167.5 homo_energy_ev=-8.197 spin_multiplicity=1 fmax_ev_per_a=1.96 e_lumo_ha=0.037 total_energy_ev=-8932.2748 charge=0 smiles=C[C@H](CO)N(C)C gap_ha=0.338
C -0.00667 -0.01251 -2.00567 1.130 -1.026 0.437 -0.406
N 0.45691 -0.40786 -0.66249 0.253 0.804 -0.937 -0.456
C -0.03475 -1.71397 -0.30775 0.488 -0.207 0.357 -0.415
C 1.33308 0.32877 1.51482 0.602 -1.031 0.614 -0.619
C 0.42192 0.63514 0.34159 -1.455 0.202 1.298 -0.070
C -0.98453 0.81819 0.92525 -1.316 -0.330 0.503 -0.083
O -1.97183 1.25448 -0.01861 0.652 0.103 -0.203 -0.720
H -0.96384 -0.48694 -2.22986 -0.329 0.666 -0.095 0.190
H 0.72400 -0.44799 -2.69640 -0.169 0.123 -0.292 0.192
H 0.05407 1.06543 -2.12492 -0.412 0.029 -0.099 0.190
H 0.01123 -2.35652 -1.18163 0.128 -0.051 -0.141 0.205
H 0.61941 -2.15590 0.44658 -0.166 -0.138 0.003 0.196
H -1.06220 -1.75690 0.05606 -0.275 0.154 0.039 0.172
H 2.39670 0.51831 1.37072 -0.113 0.412 -0.229 0.221
H 1.30901 -0.74752 1.68359 -0.074 -0.152 -0.039 0.209
H 1.01789 0.71178 2.49344 0.004 0.472 -0.454 0.214
H 0.62803 1.62584 -0.07171 0.550 -0.224 -0.463 0.190
H -1.04056 1.44296 1.82420 0.501 0.479 -0.269 0.164
H -1.39825 -0.11768 1.30904 0.297 -0.284 -0.133 0.170
H -1.50963 1.80290 -0.66625 -0.296 -0.003 0.103 0.456

Entry 2:
20
Properties=species:S:1:pos:R:3:forces:R:3:nbo_charge:R:1 method="wB97M-V/def2-TZVPD" e_above_lowest_kj_mol=153.6 homo_energy_ev=-9.135 spin_multiplicity=1 fmax_ev_per_a=1.69 e_lumo_ha=0.035 total_energy_ev=-8932.4185 charge=0 smiles="C=CC[C@@H](C)N.O" gap_ha=0.371
C -0.79658 0.24520 1.93670 -0.896 -1.347 0.490 -0.608
C -0.51009 -0.21869 0.50692 -0.375 1.002 -0.138 -0.035
C -0.72515 0.95375 -0.49053 0.137 0.006 0.729 -0.462
C 0.11763 0.95183 -1.72959 -0.412 -0.475 -0.956 -0.171
C 0.64482 -0.14056 -2.27763 0.226 -0.534 0.161 -0.409
N -1.27278 -1.40295 0.21764 -0.379 -1.123 0.253 -0.866
H -0.31951 -0.46133 2.62887 0.213 0.461 -0.017 0.220
H -0.53774 1.26952 2.13676 0.495 0.260 0.055 0.214
H -1.85976 0.14331 2.21509 0.085 0.169 -0.467 0.200
H 0.54647 -0.48420 0.51495 0.121 0.038 -0.346 0.159
H -0.58901 1.88675 0.05324 0.430 0.209 0.003 0.209
H -1.78936 1.00339 -0.71310 -0.212 -0.211 -0.394 0.222
H 0.15522 1.86983 -2.31387 0.176 0.096 0.304 0.202
H 1.23022 -0.22326 -3.19496 -0.271 0.628 0.157 0.206
H 0.52369 -1.11445 -1.81366 0.046 0.048 0.256 0.179
H -1.34777 -1.73846 -0.72685 0.330 0.335 -0.230 0.370
H -2.17837 -1.51443 0.65362 0.202 0.463 0.152 0.367
H 2.39873 -0.94506 0.84883 0.012 -0.024 -0.035 0.467
H 3.08845 0.38724 0.55869 -0.011 -0.206 0.043 0.470
O 3.22092 -0.46744 0.98889 0.084 0.207 -0.020 -0.934